Entry 1:
Entry from the Open Molecules 2025 dataset: a molecular structure, C23H22MnN5OS (ωB97M-V/def2-TZVPD).

Each line ends with the Löwdin spin population.
Geometry (Å):
Mn (0.263, 0.385, -0.053)  3.880
C (-1.640, -1.699, -1.006)  0.002
N (-1.407, -0.245, -1.257)  -0.009
C (-1.040, -0.013, -2.679)  0.003
C (0.320, -0.601, -2.943)  0.005
C (0.641, -1.299, -4.088)  0.001
C (1.939, -1.773, -4.235)  0.001
C (2.864, -1.536, -3.231)  0.002
C (2.457, -0.835, -2.110)  0.006
N (1.210, -0.376, -1.968)  0.056
C (-2.591, 0.565, -0.883)  0.003
C (-2.764, 0.566, 0.612)  0.003
C (-4.004, 0.568, 1.221)  0.001
C (-4.060, 0.629, 2.607)  -0.001
C (-2.879, 0.676, 3.329)  0.002
C (-1.681, 0.656, 2.638)  0.004
N (-1.623, 0.604, 1.304)  0.051
C (-0.888, -2.260, 0.173)  0.005
C (-1.227, -3.479, 0.726)  -0.001
C (-0.452, -3.988, 1.756)  0.006
C (0.642, -3.263, 2.211)  -0.001
C (0.912, -2.047, 1.625)  0.005
N (0.162, -1.564, 0.624)  -0.007
H (-2.708, -1.884, -0.889)  0.000
H (-1.319, -2.249, -1.892)  0.000
H (-1.797, -0.425, -3.350)  0.000
H (-1.004, 1.066, -2.833)  0.000
H (-0.104, -1.464, -4.857)  0.000
H (2.221, -2.324, -5.123)  0.000
H (3.883, -1.889, -3.310)  0.000
H (3.144, -0.623, -1.299)  0.000
H (-2.415, 1.584, -1.229)  0.000
H (-3.485, 0.193, -1.388)  0.000
H (-4.908, 0.530, 0.627)  0.000
H (-5.016, 0.640, 3.114)  0.000
H (-2.880, 0.722, 4.409)  0.000
H (-0.732, 0.687, 3.163)  0.000
H (-2.085, -4.024, 0.350)  0.000
H (-0.701, -4.942, 2.203)  0.000
H (1.270, -3.628, 3.011)  0.000
H (1.737, -1.426, 1.949)  0.000
O (1.778, 0.850, 0.958)  0.036
N (2.226, 2.129, 1.032)  0.009
C (3.313, 2.350, 1.797)  0.003
C (3.817, 3.616, 1.894)  0.002
C (3.191, 4.648, 1.192)  0.004
C (2.080, 4.384, 0.423)  -0.001
C (1.586, 3.085, 0.341)  -0.001
S (0.192, 2.627, -0.585)  -0.071
H (3.719, 1.482, 2.291)  0.000
H (4.689, 3.790, 2.506)  0.000
H (3.577, 5.657, 1.253)  0.000
H (1.573, 5.163, -0.130)  -0.001

Output
HOMO energy (alpha / beta): -14.36 / -14.55 eV
multiplicity: 5
total charge: +2
<S²>: 6.09

Entry 2:
Entry from the Open Molecules 2025 dataset: 2 unconnected molecules or ions with the total composition C5H13N (ωB97M-V/def2-TZVPD).

Each line ends with the Mulliken charge.
Geometry (Å):
C (2.362, 3.439, 1.471)  -0.249
N (1.787, 3.794, 0.390)  -0.386
C (0.760, 2.868, -0.116)  -0.684
H (2.815, 4.245, 2.056)  0.250
H (2.307, 2.445, 1.867)  0.232
H (1.079, 2.408, -1.062)  0.270
H (0.006, 3.524, -0.557)  0.310
H (0.477, 1.984, 0.467)  0.254
C (-0.469, -1.585, -1.313)  -1.245
C (-1.304, -2.781, -0.805)  -0.155
C (-1.461, -2.646, 0.743)  -0.995
H (-0.885, -0.675, -0.892)  0.303
H (-0.422, -1.490, -2.387)  0.377
H (0.522, -1.632, -0.838)  0.328
H (-0.833, -3.655, -1.272)  0.308
H (-2.329, -2.714, -1.163)  0.234
H (-1.378, -3.533, 1.358)  0.312
H (-0.676, -1.932, 1.049)  0.245
H (-2.356, -2.064, 1.006)  0.290

Output
SMILES: C=NC.CCC
HOMO energy: -9.75 eV
total charge: 0
ΔE to the lowest compared entry with this formula, charge and spin: 2.0695 eV

Entry 3:
Entry from the Open Molecules 2025 dataset: a single CH4N2O molecule (ωB97M-V/def2-TZVPD).

Each line ends with the Mulliken charge.
Geometry (Å):
N (-1.261, -0.130, -0.269)  -0.521
C (0.027, 0.391, -0.254)  0.553
N (1.093, -0.542, -0.167)  -0.657
O (0.270, 1.539, -0.096)  -0.528
H (-1.327, -1.106, 0.078)  0.289
H (-1.795, 0.486, 0.394)  0.277
H (1.987, -0.065, -0.512)  0.315
H (1.008, -0.573, 0.826)  0.272

Output
SMILES: NC(N)=O
HOMO energy: -9.84 eV
total charge: 0
ΔE to the lowest compared entry with this formula, charge and spin: 1.0060 eV

Entry 4:
Entry from the Open Molecules 2025 dataset: a molecular structure, N7O21Pb (ωB97M-V/def2-TZVPD).

Each line ends with the Mulliken charge.
Geometry (Å):
Pb (10.327, -15.395, 5.017)  2.250
N (9.632, -11.519, 4.717)  0.722
O (8.724, -10.988, 5.375)  -0.688
O (9.730, -12.699, 4.444)  -0.445
O (10.695, -10.837, 4.673)  -0.666
N (11.571, -14.281, 1.463)  0.805
O (10.417, -13.851, 1.078)  -0.613
O (11.560, -14.868, 2.588)  -0.550
O (12.440, -14.302, 0.597)  -0.702
N (12.039, -17.043, 7.892)  0.892
O (12.206, -16.095, 8.696)  -0.711
O (12.695, -18.031, 8.286)  -0.734
O (11.315, -16.978, 6.902)  -0.460
N (10.838, -18.581, 3.155)  0.822
O (11.803, -18.696, 2.287)  -0.699
O (10.988, -17.863, 4.152)  -0.470
O (9.828, -19.035, 2.688)  -0.644
N (7.496, -14.635, 3.104)  0.800
O (8.179, -15.382, 3.819)  -0.545
O (6.544, -13.818, 3.448)  -0.699
O (7.793, -14.378, 1.970)  -0.544
N (13.921, -14.404, 5.673)  0.893
O (14.158, -15.583, 5.885)  -0.612
O (14.883, -13.607, 5.758)  -0.748
O (12.698, -14.184, 5.640)  -0.560
N (7.748, -17.873, 6.458)  0.680
O (6.645, -17.348, 6.936)  -0.707
O (7.827, -19.100, 6.388)  -0.663
O (8.603, -17.074, 6.134)  -0.401

Output
HOMO energy: 4.68 eV
total charge: -5
ΔE to the lowest compared entry with this formula, charge and spin: 2.9327 eV

Entry 5:
Entry from the Open Molecules 2025 dataset: 2 unconnected molecules or ions with the total composition C32H61FN4O9PS (ωB97M-V/def2-TZVPD).

Each line ends with the Mulliken charge.
Geometry (Å):
C (0.744, 1.960, -6.059)  -1.303
C (0.628, 2.998, -4.921)  -0.948
C (-0.363, 2.552, -3.831)  -1.858
C (0.149, 1.407, -2.917)  1.381
C (-0.880, 0.253, -2.974)  -1.465
C (0.747, 1.778, -1.546)  0.264
C (2.000, 2.625, -1.850)  -1.615
C (3.163, 1.929, -2.570)  -2.435
O (3.131, 0.522, -2.565)  -0.005
C (4.023, -0.070, -3.489)  -0.372
C (3.462, -1.426, -3.893)  -1.153
C (1.112, 0.534, -0.697)  -1.653
C (2.332, 0.754, 0.209)  -0.879
C (2.841, -0.511, 0.936)  -0.762
C (2.778, -0.386, 2.464)  -1.352
C (-0.037, -0.037, 0.196)  -1.136
P (-0.321, -1.919, -0.012)  -0.153
N (0.082, -2.649, 1.506)  -0.236
O (0.827, -2.518, -1.045)  -0.475
C (-1.467, 0.575, 0.084)  -0.709
C (-2.212, 0.329, 1.439)  -0.763
C (-3.564, -0.300, 1.167)  0.282
O (-3.708, -1.468, 0.924)  -0.422
F (-4.606, 0.549, 1.224)  -0.251
C (-1.453, 2.073, -0.261)  -0.821
C (-2.571, 2.420, -1.260)  -0.672
C (-3.708, 3.179, -0.546)  -0.864
S (-5.167, 3.276, -1.625)  -0.231
C (-4.329, 3.854, -3.057)  0.514
N (-4.048, 3.264, -4.133)  -0.220
N (-3.339, 4.195, -4.890)  -0.276
C (-3.253, 5.238, -4.217)  0.003
O (-3.868, 5.121, -3.006)  -0.299
N (-0.093, 2.612, -0.597)  1.083
C (-0.184, 4.072, -0.777)  -1.183
O (0.756, 4.631, 0.129)  -0.271
C (0.516, 6.008, 0.344)  0.703
C (1.106, 6.923, -0.699)  -0.889
O (-0.091, 6.370, 1.316)  -0.504
H (1.739, 1.548, -6.174)  0.325
H (0.386, 2.399, -6.980)  0.370
H (0.065, 1.141, -5.841)  0.310
H (1.584, 3.314, -4.517)  0.230
H (0.178, 3.889, -5.350)  0.692
H (-0.742, 3.445, -3.335)  -0.358
H (-1.203, 2.161, -4.395)  0.618
H (0.979, 0.983, -3.470)  0.911
H (-1.902, 0.601, -3.027)  0.218
H (-0.738, -0.252, -3.925)  0.651
H (-0.747, -0.518, -2.225)  -0.047
H (1.751, 3.481, -2.464)  0.831
H (2.368, 3.011, -0.905)  1.206
H (3.232, 2.272, -3.603)  0.642
H (4.099, 2.267, -2.113)  0.376
H (4.148, 0.523, -4.394)  0.411
H (4.976, -0.255, -2.995)  0.281
H (3.707, -2.173, -3.147)  0.292
H (3.900, -1.749, -4.832)  0.427
H (2.393, -1.367, -4.058)  0.230
H (1.381, -0.220, -1.430)  1.022
H (2.021, 1.442, 1.005)  0.465
H (3.192, 1.210, -0.262)  0.264
H (3.897, -0.611, 0.714)  0.623
H (2.378, -1.422, 0.578)  0.259
H (1.857, -0.773, 2.891)  0.223
H (2.866, 0.650, 2.772)  0.361
H (3.614, -0.892, 2.930)  0.407
H (0.246, 0.095, 1.242)  1.406
H (0.935, -3.193, 1.436)  0.309
H (0.131, -1.963, 2.248)  0.291
H (1.311, -3.251, -0.647)  0.335
H (-1.998, -0.027, -0.641)  1.424
H (-2.325, 1.246, 2.012)  0.423
H (-1.678, -0.405, 2.026)  0.368
H (-1.711, 2.586, 0.660)  1.657
H (-3.046, 1.535, -1.650)  0.818
H (-2.239, 3.079, -2.055)  -0.778
H (-3.979, 2.652, 0.359)  0.554
H (-3.416, 4.195, -0.292)  0.420
H (-2.760, 6.147, -4.486)  0.457
H (0.415, 2.546, 0.294)  0.798
H (-1.152, 4.461, -0.476)  0.849
H (0.024, 4.441, -1.775)  0.512
H (2.049, 7.307, -0.335)  0.319
H (0.389, 7.714, -0.868)  0.327
H (1.247, 6.365, -1.617)  0.254
C (-1.461, -5.670, 2.505)  -0.675
O (-0.663, -6.121, 3.581)  -0.334
C (0.406, -5.248, 3.895)  -0.038
C (0.668, -5.213, 5.386)  -0.492
O (-0.326, -4.542, 6.144)  -0.481
C (-1.581, -5.187, 6.336)  -0.341
C (-1.538, -6.412, 7.223)  -0.571
O (-0.977, -7.519, 6.541)  -0.272
C (-0.292, -8.411, 7.394)  -0.787
H (-0.932, -5.798, 1.554)  0.256
H (-2.368, -6.272, 2.492)  0.325
H (-1.745, -4.621, 2.634)  0.278
H (0.190, -4.232, 3.549)  -0.145
H (1.305, -5.616, 3.378)  0.449
H (1.581, -4.631, 5.537)  0.444
H (0.864, -6.211, 5.778)  0.140
H (-2.062, -5.405, 5.382)  0.130
H (-2.200, -4.441, 6.840)  0.405
H (-2.563, -6.670, 7.521)  0.414
H (-0.962, -6.174, 8.125)  0.350
H (0.411, -7.879, 8.045)  0.349
H (0.272, -9.101, 6.769)  0.234
H (-0.995, -8.985, 8.007)  0.326

Output
HOMO energy: -10.54 eV
total charge: +1

Entry 6:
Entry from the Open Molecules 2025 dataset: 2 unconnected molecules or ions with the total composition C12H16N2 (ωB97M-V/def2-TZVPD).

Each line ends with the Löwdin spin population.
Geometry (Å):
C (4.037, 1.469, -1.503)  0.022
C (1.997, -1.200, 0.088)  0.045
C (0.718, -1.006, -0.568)  0.117
C (3.069, -0.429, -0.176)  0.013
C (2.916, 0.568, -1.201)  0.106
C (0.464, 0.149, -1.271)  0.032
C (1.610, 0.859, -1.692)  0.031
H (2.116, -2.001, 0.807)  0.001
H (0.086, -1.867, -0.383)  0.003
H (4.013, -0.728, 0.222)  -0.001
H (-0.463, 0.312, -1.746)  0.000
H (3.845, 2.163, -2.325)  0.000
H (4.906, 0.884, -1.808)  0.005
H (1.441, 1.556, -2.507)  0.000
H (4.237, 2.212, -0.697)  0.009
C (-2.362, 1.065, 0.326)  0.025
C (-1.148, 1.752, 1.001)  0.019
C (-2.655, -0.305, 0.835)  0.164
C (-2.601, -1.524, 0.211)  0.205
C (-3.099, -1.791, 2.359)  0.142
N (-2.912, -0.509, 2.176)  -0.007
N (-3.036, -2.450, 1.136)  0.045
H (-3.164, 1.803, 0.378)  0.011
H (-2.252, 0.838, -0.731)  -0.001
H (-0.544, 0.979, 1.426)  0.000
H (-2.628, -1.834, -0.809)  0.004
H (-3.636, -2.216, 3.215)  0.004
H (-3.148, -3.431, 0.956)  0.000
H (-1.230, 2.260, 1.964)  0.000
H (-0.578, 2.422, 0.316)  0.003

Output
HOMO energy (alpha / beta): -12.62 / -11.43 eV
multiplicity: 2
total charge: +1
ΔE to the lowest compared entry with this formula, charge and spin: 1.5185 eV
<S²>: 0.76

| no. | largest force on an atom (eV Å⁻¹) |
| --- | --- |
| 1 | 0.425 |
| 2 | 2.498 |
| 3 | 2.825 |
| 4 | 6.014 |
| 5 | 2.687 |
| 6 | 3.743 |